C4H7ErO3 | wB97M-V/def2-TZVPD

Each line ends with the Löwdin spin population.
Atoms and positions in Å:
H1 1.734 -0.447 1.838  0.015
Er1 -1.126 -2.061 1.752  3.800
H2 0.628 1.138 3.368  0.002
O1 -0.482 -1.146 -0.401  0.086
O2 0.404 0.220 -1.933  0.002
H3 -1.052 0.089 2.768  0.022
H4 -0.156 0.187 -3.873  0.000
H5 -1.511 -0.014 -2.705  0.000
O3 0.969 0.499 0.116  0.004
C1 0.255 -0.218 -0.714  0.009
C2 0.916 0.198 1.508  0.032
C3 -0.477 -0.287 -2.942  0.001
C4 0.286 1.129 2.330  0.026
H6 -0.006 2.091 1.896  0.001
H7 -0.383 -1.377 -3.009  0.000

Output
expectation value of S²: 6.01
HOMO-LUMO gap (alpha / beta): 6.846 / 6.048 eV
ΔE to the lowest compared entry with this formula, charge and spin: 38.4 kcal per mole
spin multiplicity: 5
total charge: +1
lowest unoccupied orbital energy (alpha / beta): -4.26 / -5.34 eV